The following is a DFT calculation (wB97M-V/def2-TZVPD) of C4H6N2S2 in the gas phase in a non-equilibrium geometry.

The geometry in ORCA input format:
```
! RIJCOSX wB97M-V def2-TZVPD def2/J DEFGRID3
* xyz 0 1
N 1.109 -0.653 1.373
C 1.119 -0.503 -0.078
C -0.116 0.259 -0.717
C -1.461 -0.448 -0.596
N -2.429 0.060 0.034
S -1.924 1.554 0.742
C -0.339 1.545 -0.004
S 0.768 2.720 -0.008
H 1.507 -1.521 1.645
H 0.113 -0.722 1.672
H 2.019 0.071 -0.423
H 1.174 -1.398 -0.641
H 0.103 0.372 -1.793
H -1.644 -1.335 -1.206
*
```

Calculated values
E_HOMO = -8.69 eV
Calculated total energy = -1061.86162 Ha

Atom charges from the Mulliken analysis, given in e for atoms 1 to 5:
1 N -0.5127
2 C -0.6653
3 C 0.0387
4 C -0.1832
5 N -0.4931

---

The following is a DFT calculation (wB97M-V/def2-TZVPD) of 2 unconnected molecules or ions with the total composition C25H25N2O2 in a non-equilibrium geometry.

The geometry in ORCA input format:
```
! RIJCOSX wB97M-V def2-TZVPD def2/J DEFGRID3
* xyz 1 1
C -1.938 -3.784 -2.386
N -1.580 -3.025 -1.204
C -0.552 -2.143 -1.103
C -0.452 -1.667 0.233
C 0.538 -0.795 0.676
C 0.565 -0.215 1.996
C -0.596 0.375 2.561
C -0.591 0.870 3.862
C 0.570 0.777 4.647
C 1.737 0.236 4.093
C 1.757 -0.208 2.774
C -1.565 -2.335 0.972
C -1.980 -2.462 2.293
C -3.090 -3.273 2.604
C -3.751 -4.028 1.628
C -3.311 -3.973 0.299
C -2.238 -3.138 0.018
H -2.836 -4.367 -2.163
H -2.152 -3.111 -3.226
H -1.134 -4.474 -2.684
H 0.086 -1.930 -1.951
H 1.387 -0.624 0.010
H -1.514 0.397 1.957
H -1.507 1.304 4.273
H 0.560 1.140 5.677
H 2.642 0.159 4.698
H 2.656 -0.643 2.335
H -1.440 -1.938 3.081
H -3.457 -3.316 3.622
H -4.600 -4.653 1.870
H -3.769 -4.537 -0.513
C 3.873 3.537 1.812
C 2.571 3.545 1.063
O 2.799 2.739 -0.125
C 1.704 2.754 -0.937
C 1.797 1.773 -1.961
N 0.933 1.774 -3.041
C -0.138 2.643 -3.134
C -1.096 2.472 -4.111
C -0.965 1.463 -5.071
C 0.197 0.673 -5.031
C 1.150 0.860 -4.055
O 0.778 3.550 -0.715
H 3.708 3.892 2.830
H 4.300 2.528 1.840
H 4.580 4.220 1.325
H 1.765 3.081 1.649
H 2.273 4.567 0.795
H 2.737 1.244 -2.081
H -0.188 3.417 -2.379
H -1.952 3.144 -4.077
H -1.740 1.296 -5.820
H 0.372 -0.119 -5.760
H 2.097 0.324 -3.966
*
```

Calculated values
E_HOMO = -9.61 eV
Calculated total energy = -1227.36034 Ha

Atom charges from the Mulliken analysis, given in e for atoms 1 to 5:
1 C -0.8215
2 N 0.1695
3 C -1.2318
4 C 1.1793
5 C -0.7870

---

The following is a DFT calculation (wB97M-V/def2-TZVPD) of 2 unconnected molecules or ions with the total composition C2H4F3NO2P in a non-equilibrium geometry.

The geometry in ORCA input format:
```
! RIJCOSX wB97M-V def2-TZVPD def2/J DEFGRID3
* xyz -1 1
C -0.142 -0.289 0.003
C -1.208 0.576 -0.563
N 1.086 0.242 -0.313
O 1.157 -0.352 2.285
O -1.419 -0.613 2.632
F -2.426 0.287 -0.255
F -1.078 0.566 -1.943
F -1.110 1.906 -0.208
P -0.282 -0.367 1.770
H 1.310 -1.820 -1.629
H 1.873 -0.249 0.232
H 1.211 1.235 -0.198
H 1.029 -1.123 -1.813
*
```

Calculated values
E_HOMO = -3.64 eV
Calculated total energy = -924.84588 Ha

Atom charges from the Mulliken analysis, given in e for atoms 1 to 5:
1 C -0.2825
2 C 0.8627
3 N -0.5746
4 O -0.6990
5 O -0.6947

---

The following is a DFT calculation (wB97M-V/def2-TZVPD) of a molecular structure, C4H24N3O7 in a non-equilibrium geometry.

The geometry in ORCA input format:
```
! RIJCOSX wB97M-V def2-TZVPD def2/J DEFGRID3
* xyz -1 1
C 0.520 2.121 -1.366
N -0.804 1.478 -1.435
C -1.489 1.188 -2.646
O -0.997 -0.015 -3.397
C 1.063 1.959 0.105
N 1.189 0.557 0.493
C 2.109 0.405 1.699
N 2.202 -0.936 2.212
H 0.345 3.139 -1.772
H 1.349 1.516 -1.885
H -0.986 0.762 -0.730
H -1.235 1.832 -3.426
H -2.592 1.023 -2.464
H 0.735 2.793 0.638
H 2.160 2.354 0.080
H 0.325 0.243 0.896
H 1.910 1.170 2.502
H 3.082 0.762 1.306
H 1.722 -0.957 3.143
H 1.607 -1.637 1.761
H -2.845 0.590 1.446
H -3.655 0.037 0.062
O -3.659 0.419 0.897
H 2.076 -1.479 -1.788
H 3.014 -0.380 -1.829
O 2.534 -0.952 -2.419
H -0.992 -0.810 2.237
H -1.291 0.940 2.838
O -1.543 0.290 2.228
H -2.232 -1.645 0.315
H -0.137 -0.449 -3.109
O -1.615 -1.142 -0.241
H -0.168 -2.532 2.427
H -0.874 -1.373 0.350
O -0.354 -1.811 1.876
H -0.904 -3.065 -0.555
H 0.429 -2.993 0.157
O -0.001 -3.401 -0.608
*
```

Calculated values
E_HOMO = -5.41 eV
Calculated total energy = -857.70945 Ha

Atom charges from the Mulliken analysis, given in e for atoms 1 to 5:
1 C -0.4193
2 N -0.0734
3 C -0.3574
4 O -0.5759
5 C -0.9372

---

The following is a DFT calculation (wB97M-V/def2-TZVPD) of C6H9N in the gas phase in a non-equilibrium geometry.

The geometry in ORCA input format:
```
! RIJCOSX wB97M-V def2-TZVPD def2/J DEFGRID3
* xyz 0 1
C -0.165 2.083 -0.778
C -0.417 0.687 -0.141
C -1.579 -0.111 -0.248
C -1.222 -1.482 -0.011
N 0.111 -1.414 0.377
C 0.566 -0.126 0.364
C 2.082 0.065 0.492
H 0.590 2.612 -0.211
H 0.339 1.944 -1.768
H -1.106 2.561 -0.813
H -2.558 0.234 -0.598
H -1.665 -2.397 0.232
H 0.574 -2.052 1.040
H 2.381 1.138 0.226
H 2.656 -0.649 -0.242
H 2.428 -0.188 1.431
*
```

Calculated values
E_HOMO = -7.84 eV
Calculated total energy = -288.74383 Ha

Atom charges from the Mulliken analysis, given in e for atoms 1 to 5:
1 C -1.2895
2 C 0.7885
3 C -0.4921
4 C -0.6632
5 N -0.0839

---

The following is a DFT calculation (wB97M-V/def2-TZVPD) of CH3N3O3 in the gas phase in a non-equilibrium geometry.

The geometry in ORCA input format:
```
! RIJCOSX wB97M-V def2-TZVPD def2/J DEFGRID3
* xyz 0 1
H -2.006 -2.396 -0.059
N -1.666 -1.516 0.320
N -0.706 -0.966 -0.670
O -0.254 -1.555 -1.620
N -0.370 0.303 -0.369
O 1.036 0.519 -0.342
C 1.455 1.431 0.530
O 0.763 2.082 1.246
H -0.804 0.644 0.496
H 2.552 1.454 0.467
*
```

Calculated values
E_HOMO (alpha / beta) = -9.93 / -9.94 eV
Calculated total energy = -429.68883 Ha

Atom charges from the Mulliken analysis, given in e for atoms 1 to 5:
1 H 0.2228
2 N -0.5709
3 N 0.8671
4 O -0.5518
5 N -0.2336

---

The following is a DFT calculation (wB97M-V/def2-TZVPD) of a molecular structure, CBr2FNO2 in a non-equilibrium geometry.

The geometry in ORCA input format:
```
! RIJCOSX wB97M-V def2-TZVPD def2/J DEFGRID3
* xyz 0 1
C -0.058 -0.293 -0.482
N 0.371 0.613 0.628
O 1.197 0.161 1.367
O -0.205 1.636 0.776
F 1.006 -0.863 -1.103
Br -1.381 0.491 -1.591
Br -0.930 -1.745 0.406
*
```

Calculated values
E_HOMO = -10.84 eV
Calculated total energy = -5491.10400 Ha

Atom charges from the Mulliken analysis, given in e for atoms 1 to 5:
1 C 0.2598
2 N 0.8634
3 O -0.4736
4 O -0.4962
5 F -0.1566

---

The following is a DFT calculation (wB97M-V/def2-TZVPD) of a molecular structure, C47H107B2F8N10O4 in a non-equilibrium geometry.

The geometry in ORCA input format:
```
! RIJCOSX wB97M-V def2-TZVPD def2/J DEFGRID3
* xyz 5 1
C -20.524 -22.316 30.401
N -20.432 -23.157 29.119
C -20.292 -22.328 27.924
C -19.232 -24.037 29.089
C -21.650 -24.163 29.073
C -23.021 -23.427 29.297
O -23.342 -22.341 28.404
H -19.667 -21.606 30.407
H -20.317 -22.957 31.244
H -21.442 -21.856 30.443
H -20.291 -22.974 27.053
H -19.435 -21.663 27.876
H -21.157 -21.667 27.808
H -18.343 -23.441 28.857
H -19.331 -24.766 28.293
H -19.032 -24.451 30.055
H -21.415 -24.818 29.932
H -21.439 -24.752 28.141
H -23.198 -23.154 30.266
H -23.775 -24.167 29.013
H -24.030 -22.782 27.855
C -18.976 -13.568 14.824
C -17.864 -14.442 14.393
N -16.543 -14.048 14.782
C -16.255 -13.028 15.558
C -14.924 -13.248 15.909
N -14.506 -14.422 15.343
C -15.490 -14.840 14.585
C -13.147 -14.884 15.608
H -19.896 -14.006 14.549
H -18.877 -12.585 14.388
H -18.866 -13.428 15.921
H -17.885 -14.574 13.269
H -17.981 -15.432 14.800
H -17.107 -12.343 15.801
H -14.168 -12.723 16.410
H -15.447 -15.686 13.893
H -12.474 -14.117 15.954
H -12.824 -15.368 14.753
H -13.254 -15.666 16.346
C -13.761 -8.768 29.035
C -13.705 -7.585 28.043
N -14.105 -7.931 26.641
C -15.322 -7.953 26.104
C -15.200 -8.303 24.781
N -13.844 -8.396 24.553
C -13.230 -8.188 25.715
C -13.111 -8.648 23.290
H -13.352 -8.384 29.972
H -13.095 -9.622 28.733
H -14.732 -9.329 29.190
H -12.635 -7.261 28.148
H -14.292 -6.805 28.446
H -16.156 -7.707 26.736
H -15.947 -8.291 24.024
H -12.192 -8.116 25.866
H -12.306 -7.881 23.148
H -13.878 -8.594 22.548
H -12.713 -9.658 23.375
C -19.284 -24.994 10.239
C -18.567 -26.305 10.430
N -17.908 -26.893 9.238
C -17.305 -26.180 8.147
C -16.740 -27.098 7.364
N -17.026 -28.325 7.954
C -17.753 -28.187 9.037
C -16.775 -29.643 7.341
H -18.681 -24.304 9.690
H -19.588 -24.480 11.173
H -20.178 -25.098 9.639
H -19.293 -27.012 10.792
H -17.822 -26.192 11.150
H -17.363 -25.101 8.020
H -16.301 -27.138 6.408
H -18.048 -28.978 9.728
H -15.790 -29.585 6.830
H -17.547 -29.793 6.598
H -16.829 -30.418 8.078
C -3.686 -17.620 18.901
C -4.248 -17.056 17.554
N -3.484 -17.437 16.318
C -2.242 -16.620 16.243
C -3.092 -18.840 16.475
C -2.649 -19.576 15.188
C -4.376 -17.162 15.159
C -5.065 -15.821 14.975
O -6.256 -15.751 15.770
C -6.576 -14.416 16.222
H -4.130 -17.050 19.744
H -2.658 -17.462 19.110
H -3.974 -18.716 19.062
H -4.403 -15.989 17.573
H -5.258 -17.445 17.497
H -2.432 -15.489 16.346
H -1.732 -16.851 15.296
H -1.761 -16.895 17.148
H -3.976 -19.378 16.872
H -2.342 -18.814 17.222
H -2.527 -20.624 15.265
H -1.891 -19.131 14.536
H -3.521 -19.691 14.558
H -5.223 -17.825 15.188
H -3.757 -17.337 14.229
H -5.303 -15.779 13.932
H -4.370 -15.050 15.226
H -5.953 -14.070 17.038
H -7.589 -14.492 16.558
H -6.563 -13.678 15.327
C -10.104 -6.888 12.218
C -9.104 -7.703 13.045
N -9.698 -8.650 14.158
C -10.601 -9.675 13.436
C -8.506 -9.305 14.801
C -8.664 -10.132 16.036
C -10.457 -7.896 15.224
C -9.723 -6.934 16.179
O -9.043 -5.991 15.441
C -8.376 -5.047 16.321
H -9.538 -6.164 11.667
H -10.873 -6.364 12.768
H -10.612 -7.626 11.570
H -8.471 -7.067 13.623
H -8.442 -8.276 12.406
H -10.091 -10.381 12.778
H -11.346 -9.134 12.887
H -11.119 -10.182 14.279
H -7.827 -8.491 14.977
H -8.209 -9.820 13.944
H -9.197 -9.689 16.870
H -7.702 -10.456 16.422
H -9.088 -11.156 15.753
H -10.935 -8.657 15.811
H -11.319 -7.401 14.797
H -9.077 -7.527 16.798
H -10.631 -6.590 16.693
H -7.549 -5.517 16.717
H -9.066 -4.911 17.167
H -8.188 -4.088 15.789
C -15.752 -21.756 20.047
C -15.316 -22.923 19.180
N -14.892 -22.728 17.710
C -14.757 -24.042 17.090
C -16.000 -21.958 16.902
C -17.382 -22.553 17.088
C -13.616 -22.076 17.718
C -12.709 -22.021 16.497
O -12.822 -22.725 15.425
C -11.741 -22.599 14.390
H -14.972 -21.049 20.191
H -16.023 -22.230 21.004
H -16.580 -21.210 19.624
H -16.078 -23.614 19.051
H -14.449 -23.425 19.598
H -15.458 -24.708 17.445
H -13.807 -24.457 17.368
H -14.749 -23.969 16.023
H -15.751 -21.867 15.867
H -15.954 -20.930 17.408
H -17.754 -22.323 18.058
H -17.524 -23.626 17.034
H -18.028 -22.025 16.349
H -12.923 -22.375 18.529
H -13.754 -21.011 18.029
H -11.674 -21.705 16.911
H -13.737 -18.083 16.211
H -11.594 -23.534 13.915
H -10.811 -22.340 14.887
H -12.040 -21.787 13.696
B -12.426 -11.258 16.245
F -12.425 -12.240 15.204
F -11.174 -11.208 16.885
F -12.848 -10.015 15.771
F -13.254 -11.716 17.393
B -14.673 -19.079 14.641
F -13.936 -20.137 14.221
F -14.331 -17.788 14.282
F -16.000 -19.177 14.891
F -14.072 -19.127 16.401
*
```

Calculated values
E_HOMO = -9.29 eV
Calculated total energy = -3550.61506 Ha

Atom charges from the Mulliken analysis, given in e for atoms 1 to 5:
1 C -0.9206
2 N -0.1287
3 C -0.8946
4 C -0.9173
5 C -0.3087